Entry 1:
This record from the Open Molecules 2025 dataset describes 2 unconnected molecules or ions with the total composition C3H9S2. The level of theory is ωB97M-V/def2-TZVPD.

Output
- total charge = -1
- energy above the lowest of the compared OMol25 structures with the same formula, charge and spin (eV) = 0.8407
- HOMO-LUMO gap (eV) = 5.8
- strongest force on any atom (eV/Å) = 1.453
- E_LUMO (eV) = 3.463

Each line ends with the natural charge from an NBO analysis.
Geometry (Å):
C: -2.0670 -2.0218 -0.2271  -0.713
S: -2.5849 -0.4093 0.4582  -0.120
H: -1.7040 -1.8593 -1.2328  0.244
H: -2.9965 -2.5687 -0.3319  0.188
H: -1.2926 -2.4574 0.3822  0.239
C: 1.5442 1.9046 -0.0392  -0.627
C: 1.6776 0.4949 0.5122  -0.514
S: 1.1989 -0.8246 -0.7190  -0.766
H: 0.8331 1.9058 -0.8709  0.213
H: 1.2000 2.6000 0.7268  0.174
H: 2.5127 2.2442 -0.4182  0.184
H: 0.9560 0.3655 1.3187  0.176
H: 2.6844 0.2626 0.8656  0.177
H: -1.9618 0.3633 -0.4245  0.145

***

Entry 2:
This record from the Open Molecules 2025 dataset describes a molecular structure, C28H45BrIrN2P2. The level of theory is ωB97M-V/def2-TZVPD.

Output
- spin multiplicity = 6
- total charge = +4
- energy above the lowest of the compared OMol25 structures with the same formula, charge and spin (eV) = 0.0000
- HOMO-LUMO gap (spin up / spin down) (eV) = 6.9 / 6.1
- strongest force on any atom (eV/Å) = 4.603
- E_LUMO (spin up / spin down) (eV) = -11.603 / -14.972

Each line ends with the Löwdin spin population.
Geometry (Å):
N: -5.3742 2.9720 -4.0026  0.754
C: -5.1171 3.4028 -2.7659  0.075
C: -4.0440 2.9208 -2.0127  0.094
C: -3.2053 1.9384 -2.5858  0.019
C: -3.5595 1.4107 -3.8459  0.088
C: -4.5973 2.0451 -4.5568  0.075
C: -1.8368 1.7514 -2.0370  0.324
Ir: -0.6506 0.2702 -1.2658  1.318
P: 1.4972 -0.0565 -0.9391  0.201
C: -0.8196 1.2101 -2.9641  0.160
C: 0.3020 2.0725 -3.4114  0.187
C: 0.9899 1.7385 -4.5942  0.022
C: 2.0835 2.5041 -4.9809  0.093
C: 2.5906 3.4988 -4.1177  0.189
C: 1.7912 3.9441 -3.0448  0.093
C: 0.6680 3.2053 -2.6781  0.032
Br: 4.2046 4.2865 -4.4597  0.350
H: -1.5921 2.6141 -1.3941  0.025
H: -1.1934 0.5937 -3.7812  0.026
H: -3.8287 3.3679 -1.0413  0.007
H: -3.0170 0.5949 -4.3203  0.007
H: -5.7695 4.1771 -2.3578  0.015
H: -4.7933 1.7855 -5.6004  0.016
H: 0.6348 0.9148 -5.2269  -0.001
H: 0.0771 3.5503 -1.8303  -0.001
H: 2.5095 2.3555 -5.9718  0.001
H: 2.0245 4.8538 -2.4936  0.001
P: -1.1683 -1.9364 -1.6046  0.224
C: 2.3965 1.4799 -0.4407  0.036
C: 3.8696 1.5991 -0.8427  0.010
H: 2.3026 1.5400 0.6547  0.000
H: 1.8310 2.3197 -0.8609  0.006
H: 4.3873 2.2657 -0.1397  0.002
H: 4.4057 0.6442 -0.8150  0.000
H: 3.9856 2.0405 -1.8414  0.001
C: 2.3319 -0.6818 -2.4882  0.040
C: 3.3308 -1.8391 -2.4107  0.010
H: 2.8387 0.1919 -2.9255  0.002
H: 1.5181 -0.9506 -3.1859  0.005
H: 3.4368 -2.2526 -3.4268  0.002
H: 4.3379 -1.5003 -2.1125  0.001
H: 2.9866 -2.6451 -1.7474  0.001
C: 1.8801 -1.0708 0.5603  0.046
C: 3.3535 -1.0982 0.9688  0.018
H: 1.4956 -2.0944 0.4579  -0.001
H: 1.2958 -0.5861 1.3642  0.000
H: 3.5088 -1.9350 1.6643  0.005
H: 4.0537 -1.2299 0.1294  0.001
H: 3.6052 -0.1755 1.5090  0.000
C: -1.0036 -3.0230 -0.1310  0.038
C: -1.7550 -4.3454 -0.2682  0.014
H: -1.3355 -2.4545 0.7502  0.000
H: 0.0650 -3.2249 0.0192  0.000
H: -2.8330 -4.2160 -0.1187  0.000
H: -1.5911 -4.8229 -1.2420  0.001
H: -1.3947 -5.0425 0.4969  0.003
C: -0.2439 -2.8751 -2.9109  0.051
C: -0.4819 -2.3584 -4.3273  0.001
H: -0.5657 -3.9285 -2.8415  0.009
H: 0.8305 -2.8565 -2.6600  0.000
H: -1.5179 -2.5420 -4.6435  0.000
H: -0.2832 -1.2808 -4.4092  0.001
H: 0.1744 -2.8870 -5.0349  0.001
C: -2.9037 -2.0736 -2.1750  0.052
C: -3.9129 -1.3392 -1.2988  0.012
H: -3.1527 -3.1469 -2.2128  0.008
H: -2.9424 -1.6798 -3.2033  0.000
H: -4.9183 -1.4764 -1.7313  0.000
H: -3.9191 -1.7339 -0.2718  0.000
H: -3.6889 -0.2616 -1.2640  0.008
C: -0.8028 0.2295 4.2500  0.003
C: -1.7870 -0.1009 3.1027  0.016
C: -1.2699 0.1344 1.7720  0.094
N: -0.9918 0.2038 0.6442  0.103
H: 0.0696 -0.4445 4.2170  0.000
H: -1.2993 0.1044 5.2231  0.000
H: -0.4491 1.2730 4.2032  0.000
H: -2.0936 -1.1597 3.1695  0.005
H: -2.7100 0.4880 3.2029  0.005

***

Entry 3:
This record from the Open Molecules 2025 dataset describes C5H10O2Si in the gas phase. The level of theory is ωB97M-V/def2-TZVPD.

Output
- spin multiplicity = 3
- energy above the lowest of the compared OMol25 structures with the same formula, charge and spin (eV) = 0.0000
- HOMO-LUMO gap (spin up / spin down) (eV) = 6.0 / 8.5
- strongest force on any atom (eV/Å) = 10.636
- E_LUMO (spin up / spin down) (eV) = 0.869 / -2.080

Each line ends with the natural charge from an NBO analysis.
Geometry (Å):
C: -1.6370 0.8003 0.3522  -0.462
C: -2.0190 -0.3296 -0.5501  -0.139
C: -0.2109 1.2791 0.0779  -0.496
C: -2.5684 -1.4533 -0.1324  -0.308
C: 0.8061 0.2248 0.4391  0.817
O: 0.6842 -0.5806 1.3185  -0.589
O: 1.8866 0.3048 -0.3306  -0.859
Si: 3.3749 -0.4059 -0.2406  1.206
H: -2.3228 1.6384 0.1903  0.222
H: -1.7129 0.4847 1.3925  0.223
H: -2.8628 -2.2453 -0.7989  0.168
H: -1.8169 -0.1689 -1.6012  0.162
H: -0.0750 1.5596 -0.9684  0.226
H: 0.0036 2.1570 0.6915  0.233
H: -2.7572 -1.6164 0.9142  0.163
H: 3.3995 -1.5722 0.6291  -0.180
H: 4.2353 0.6649 0.2585  -0.196
H: 3.5928 -0.7414 -1.6416  -0.192

***

Entry 4:
This record from the Open Molecules 2025 dataset describes a gas-phase ion, C3H7N2O3S (charge -1). The level of theory is ωB97M-V/def2-TZVPD.

Output
- SMILES = [H]/N=N/C(C)(C)S(=O)(=O)[O-]
- total charge = -1
- energy above the lowest of the compared OMol25 structures with the same formula, charge and spin (eV) = 1.4556
- HOMO-LUMO gap (eV) = 9.0
- strongest force on any atom (eV/Å) = 6.349
- E_LUMO (eV) = 3.982

Each line ends with the natural charge from an NBO analysis.
Geometry (Å):
H: -0.6963 3.1620 0.3552  0.307
N: -0.2740 2.3034 -0.0948  -0.382
N: -0.3429 1.3311 0.7462  -0.176
C: -0.4078 0.1337 0.1893  -0.160
C: 0.0420 -0.1581 -1.4928  -0.663
C: -0.1521 -1.0156 1.1896  -0.644
S: -2.2153 0.0849 -0.0397  2.411
O: -2.4424 -1.2339 -0.6192  -1.050
O: -2.6430 1.0678 -0.9616  -0.991
O: -2.7352 0.1072 1.3269  -1.021
H: 1.1016 -0.3026 -1.5062  0.194
H: -0.4022 0.6284 -1.9674  0.230
H: -0.7058 -1.0055 -1.6169  0.268
H: 0.6115 -0.6973 1.9447  0.196
H: 0.3294 -1.9342 0.6470  0.203
H: -1.1628 -1.0958 1.5890  0.278

***

Entry 5:
This record from the Open Molecules 2025 dataset describes a molecular structure, C38H49BrCl5InOP2Sb. The level of theory is ωB97M-V/def2-TZVPD.

Output
- total charge = +1
- energy above the lowest of the compared OMol25 structures with the same formula, charge and spin (eV) = 18.2135
- HOMO-LUMO gap (eV) = 6.8
- strongest force on any atom (eV/Å) = 4.081
- E_LUMO (eV) = -2.695

Each line ends with the Löwdin charge.
Geometry (Å):
In: 0.9167 -0.1249 0.2614  0.435
Br: 3.2338 -0.0420 2.3545  0.844
C: 2.1537 1.0555 3.4921  -0.552
C: 2.6595 1.3148 4.7285  -0.121
C: 1.9404 2.1475 5.6106  -0.061
C: 0.7554 2.6892 5.2185  -0.021
C: 0.2189 2.4205 3.9346  -0.156
C: -1.0137 2.9934 3.5451  -0.021
C: -1.5437 2.7458 2.3152  -0.060
C: -0.8653 1.8868 1.4264  -0.182
C: 0.3379 1.3019 1.7556  -0.268
C: 0.9125 1.5690 3.0254  -0.227
H: 3.6091 0.8953 5.0291  0.103
H: 2.3471 2.3556 6.5907  0.113
H: 0.2027 3.3412 5.8833  0.120
H: -1.5264 3.6366 4.2501  0.119
H: -2.4861 3.1917 2.0220  0.114
H: -1.3199 1.6705 0.4625  0.068
C: -3.2044 -0.8889 1.4063  -0.239
P: -1.4736 -1.3671 1.1105  0.887
C: -0.9239 -1.4537 2.8632  -0.232
C: -1.4834 -3.1494 0.7384  -0.381
C: -2.6532 -3.8982 0.6437  -0.070
C: -2.6001 -5.2665 0.4197  -0.055
C: -1.3740 -5.9060 0.2984  -0.061
C: -0.2036 -5.1674 0.3770  -0.091
C: -0.2444 -3.7898 0.5801  -0.378
P: 1.3070 -2.8285 0.6024  0.848
C: 2.3064 -3.5231 1.9594  -0.247
C: 2.2123 -3.4265 -0.8456  -0.259
H: -3.8015 -0.9526 0.5015  0.018
H: -3.1923 0.1519 1.7339  0.044
H: -3.6432 -1.4989 2.1966  0.059
H: -1.5199 -2.1914 3.4015  0.065
H: -1.0553 -0.4738 3.3249  0.051
H: 0.1301 -1.7237 2.9466  0.019
H: -3.6161 -3.4157 0.7497  0.103
H: -3.5179 -5.8354 0.3507  0.115
H: -1.3288 -6.9747 0.1374  0.114
H: 0.7458 -5.6764 0.2618  0.104
H: 2.3868 -4.6049 1.8436  0.054
H: 1.8628 -3.3017 2.9290  0.047
H: 3.3032 -3.0852 1.9276  0.027
H: 2.2426 -4.5145 -0.8902  0.060
H: 3.2348 -3.0541 -0.7681  0.047
H: 1.7490 -3.0235 -1.7436  0.017
Cl: 0.4346 2.4364 -2.0889  0.604
C: -1.1774 1.3720 -2.2510  -0.058
C: -2.2622 1.9620 -2.8019  -0.338
C: -3.4501 1.0777 -2.9459  -0.665
Cl: -3.5252 -0.5503 -2.4099  0.742
C: -4.4394 1.7488 -3.5599  -0.732
Cl: -5.9954 1.1850 -3.9600  0.718
C: -3.9611 3.1027 -3.8339  -0.731
Cl: -4.9017 4.2991 -4.5882  0.731
C: -2.6933 3.2309 -3.3871  -0.655
Cl: -1.7893 4.6894 -3.4768  0.736
C: 3.9221 -2.2923 -3.6892  -0.129
C: 2.9613 -1.1199 -3.8558  -0.521
C: 3.3845 -0.2947 -5.0710  -0.132
Sb: 2.6466 0.1945 -2.1489  1.485
C: 4.5725 0.6877 -1.2339  -0.556
C: 5.7808 0.2771 -2.0606  -0.133
C: 4.6239 2.1524 -0.8258  -0.149
C: 1.4386 3.5143 -1.0985  -0.315
C: 1.9045 4.6118 -2.0250  -0.208
C: 1.4423 1.4993 -3.1324  -0.601
H: 3.7716 -2.9983 -4.5104  0.089
H: 3.8001 -2.8427 -2.7620  0.035
H: 4.9554 -1.9568 -3.7481  0.064
H: 1.9411 -1.4857 -3.9908  0.054
H: 4.3996 0.0861 -4.9474  0.073
H: 2.7324 0.5534 -5.2678  0.055
H: 3.3843 -0.9344 -5.9581  0.088
H: 4.4810 0.0588 -0.3431  0.025
H: 5.7787 0.7551 -3.0420  0.077
H: 5.8405 -0.7997 -2.2030  0.056
H: 6.6958 0.5908 -1.5509  0.085
H: 4.6899 2.7979 -1.7049  0.083
H: 5.5110 2.3327 -0.2120  0.086
H: 3.7490 2.4572 -0.2513  0.043
H: 0.0220 3.5019 -0.8506  0.109
H: 2.3047 4.2016 -2.9585  0.068
H: 2.6619 5.1897 -1.4917  0.078
H: 1.1088 5.3233 -2.2705  0.058
H: 1.0562 1.1833 -4.0931  -0.008
H: 0.1570 3.4048 -3.0109  -0.008
H: 0.6419 1.3639 -1.1132  -0.151
C: -0.8661 -1.7687 -4.5839  -0.013
C: -0.6247 -2.3565 -3.2216  -0.508
C: -1.0446 -3.7837 -3.0105  0.009
O: -0.1072 -1.6897 -2.3457  -0.053
H: -1.9409 -1.5980 -4.6955  0.079
H: -0.5663 -2.4602 -5.3731  0.094
H: -0.3469 -0.8172 -4.6768  0.074
H: -0.2799 -4.4355 -3.4443  0.103
H: -1.9778 -3.9964 -3.5328  0.096
H: -1.1436 -4.0061 -1.9523  0.055

***

Entry 6:
This record from the Open Molecules 2025 dataset describes 2 unconnected molecules or ions with the total composition C5H6S2. The level of theory is ωB97M-V/def2-TZVPD.

Output
- SMILES = S=C1CS1.C#CC
- energy above the lowest of the compared OMol25 structures with the same formula, charge and spin (eV) = 3.3034
- HOMO-LUMO gap (eV) = 8.4
- strongest force on any atom (eV/Å) = 3.993
- E_LUMO (eV) = -0.389

Each line ends with the natural charge from an NBO analysis.
Geometry (Å):
S: -1.9687 -1.8680 -0.1792  0.100
C: -2.0892 -0.3502 0.3247  -0.269
C: -1.6450 0.6615 1.2634  -0.549
S: -2.6380 1.2547 -0.1490  0.220
H: -0.5351 1.0621 1.3630  0.264
H: -2.1856 0.7030 2.3101  0.240
C: 0.8587 1.2440 -1.1859  -0.280
C: 1.1817 0.1585 -0.7887  0.005
C: 2.0526 -1.0754 -0.4768  -0.686
H: 0.4226 2.1207 -1.4856  0.226
H: 2.3298 -1.6338 -1.3588  0.244
H: 1.3703 -1.7032 0.1610  0.238
H: 2.8459 -0.5740 0.2018  0.247